1.
{
  "formula": "C14H25NO2",
  "method": "ωB97M-V with the def2-TZVPD basis set",
  "e_lumo_ev": 0.99,
  "spin_multiplicity": 1,
  "e_homo_ha": -0.3085,
  "total_charge": 0,
  "gap_ev": 9.385,
  "elements": ["O", "O", "C", "N", "C", "C", "C", "C", "C", "C", "C", "C", "C", "C", "C", "C", "C", "H", "H", "H", "H", "H", "H", "H", "H", "H", "H", "H", "H", "H", "H", "H", "H", "H", "H", "H", "H", "H", "H", "H", "H", "H"],
  "coordinates": [[-0.4921, 0.8864, -2.4321], [0.6215, -0.2472, -0.7899], [0.2046, -0.0473, -2.0693], [-0.7238, 0.8448, 2.5712], [2.4001, 0.4068, -4.1371], [-0.5311, -2.0878, -3.3981], [-1.2857, 0.3172, 3.8249], [0.1248, 2.0430, 2.7745], [-2.1476, -0.9139, 3.4837], [0.3506, 2.7803, 1.4293], [-1.3285, -1.9535, 2.7663], [0.9256, 1.8534, 0.3644], [1.1293, -0.4588, -4.4002], [-0.7810, -1.4546, 1.4202], [0.0604, 0.5960, 0.2250], [0.6308, -1.1123, -3.0817], [-0.0724, -0.1078, 1.6008], [2.1917, 1.3102, -3.5638], [3.1837, -0.2003, -3.6033], [2.7822, 0.8251, -5.0885], [-0.1676, -2.9847, -3.8683], [-1.2646, -1.6420, -4.0809], [-1.0430, -2.4094, -2.4948], [-0.4303, 0.0357, 4.4901], [-1.8360, 1.0825, 4.3447], [-0.3767, 2.7177, 3.4577], [1.0730, 1.7864, 3.2461], [-2.9249, -0.5424, 2.8389], [-2.5891, -1.3163, 4.4044], [1.0908, 3.5729, 1.6193], [-0.5757, 3.2619, 1.1126], [-1.9818, -2.7977, 2.5723], [-0.5286, -2.3596, 3.3581], [1.9557, 1.5782, 0.6678], [0.9632, 2.3841, -0.5920], [0.3599, 0.2232, -4.8135], [1.3150, -1.2094, -5.1728], [-0.1006, -2.2098, 1.0041], [-1.6082, -1.3039, 0.7410], [-0.9330, 0.9189, -0.0970], [1.4293, -1.7160, -2.6249], [0.9299, -0.3500, 1.9909]],
  "atomic_forces_ev_per_a": [[0.66, -0.77, 0.90], [-0.20, -0.72, -0.55], [-0.86, 0.77, -0.74], [0.02, 0.59, -0.95], [0.24, -0.58, -0.48], [-0.25, 0.65, 0.31], [1.50, -1.28, -0.88], [-0.80, -0.44, -1.08], [0.82, 0.90, 1.05], [0.57, -0.08, 0.95], [-0.50, -0.45, -0.97], [-0.03, -0.07, 0.09], [0.37, 1.20, 0.76], [-0.21, 0.36, 1.07], [0.16, 1.44, 0.63], [0.16, -0.49, -0.32], [0.26, -0.19, 0.26], [-0.25, -0.23, 0.38], [-0.59, 0.69, -0.65], [0.11, -0.56, 0.37], [0.38, -0.30, -0.27], [0.14, 0.08, 0.26], [-0.13, 0.05, 0.15], [-0.49, -0.13, -0.02], [-0.33, 0.44, -0.05], [-0.27, 0.07, 0.19], [0.45, -0.21, 0.02], [-0.59, -0.04, -0.30], [0.01, 0.05, -0.22], [-0.28, -0.04, -0.09], [-0.04, -0.16, -0.06], [-0.11, -0.34, -0.13], [0.51, 0.08, 0.58], [-0.42, -0.05, -0.27], [0.11, -0.17, 0.05], [0.12, -0.48, 0.37], [0.10, -0.12, 0.28], [-0.13, 0.41, -0.06], [-0.36, -0.10, -0.34], [-0.05, -0.20, 0.04], [-0.02, 0.27, -0.15], [0.22, 0.17, -0.11]]
}

***

2.
{
  "formula": "C14H25NO3P2PdS2",
  "method": "ωB97M-V with the def2-TZVPD basis set",
  "e_lumo_ev": [-0.57, -1.87],
  "spin_multiplicity": 3,
  "e_homo_ha": [-0.1783, -0.2694],
  "total_charge": 0,
  "gap_ev": [4.281, 5.466],
  "elements": ["Pd", "H", "H", "P", "P", "C", "H", "H", "H", "C", "H", "H", "H", "C", "H", "H", "H", "C", "H", "H", "H", "C", "H", "H", "H", "C", "H", "H", "H", "C", "O", "H", "O", "S", "O", "N", "C", "S", "C", "C", "C", "C", "C", "C", "H", "H", "H", "H"],
  "coordinates": [[0.0000, 0.0000, 0.0000], [-0.6405, -0.9139, 0.9032], [0.0643, -1.3148, 0.5328], [-1.5898, 1.3747, 1.0592], [2.0622, -0.7029, -0.8913], [2.0848, -1.1928, -2.6727], [3.1013, -1.4586, -3.0134], [1.4089, -2.0519, -2.8168], [1.7007, -0.3508, -3.2717], [3.3678, 0.5988, -0.8248], [3.5028, 0.9023, 0.2257], [4.3233, 0.2342, -1.2415], [3.0189, 1.4750, -1.3946], [2.9027, -2.1349, -0.0789], [2.2656, -3.0294, -0.1800], [3.8923, -2.3363, -0.5270], [3.0203, -1.9089, 0.9938], [-1.0023, 3.1036, 1.3201], [-1.7593, 3.7129, 1.8447], [-0.0703, 3.0686, 1.9069], [-0.7754, 3.5497, 0.3383], [-3.2049, 1.6322, 0.1984], [-3.7094, 0.6584, 0.0848], [-3.8601, 2.3274, 0.7528], [-3.0054, 2.0337, -0.8089], [-2.1254, 0.8889, 2.7602], [-1.2283, 0.7879, 3.3928], [-2.8110, 1.6345, 3.2010], [-2.6310, -0.0904, 2.7123], [-1.0700, -0.4523, -1.5296], [-1.7145, -0.6952, -2.4779], [0.4548, 1.4329, -0.7000], [-1.4347, -6.1530, -3.0437], [-2.5635, -5.4543, -2.2793], [-3.6131, -4.9057, -3.2587], [-1.7346, -3.9406, -2.0364], [-1.6496, -3.5959, -0.8045], [-1.3530, -1.9043, -0.4703], [-2.3321, -4.5069, 0.1406], [-2.5247, -4.4016, 1.5336], [-3.2430, -5.4251, 2.1913], [-3.7672, -6.5087, 1.4601], [-3.5831, -6.5766, 0.0768], [-2.8631, -5.5743, -0.5482], [-2.1372, -3.5664, 2.1069], [-3.4038, -5.3874, 3.2624], [-4.3231, -7.2932, 1.9560], [-3.9930, -7.3859, -0.5095]],
  "atomic_forces_ev_per_a": [[5.22, 10.78, -1.73], [-1.54, -1.34, 4.05], [1.94, -4.02, 2.37], [-0.32, 1.18, 1.31], [2.03, -0.04, 0.12], [-0.58, 0.15, 0.21], [-0.41, 0.14, 0.35], [0.22, 0.27, -0.01], [0.14, -0.33, 0.18], [-0.09, -0.03, 0.00], [-0.01, -0.11, -0.40], [-0.39, 0.13, 0.17], [0.16, -0.33, 0.20], [-0.21, 0.06, 0.04], [0.24, 0.29, 0.04], [-0.46, 0.12, 0.13], [-0.02, -0.10, -0.41], [0.03, -0.10, -0.06], [0.29, -0.27, -0.21], [-0.37, 0.05, -0.21], [-0.10, -0.15, 0.38], [0.37, -0.39, -0.31], [0.15, 0.36, 0.01], [0.44, -0.31, -0.11], [-0.12, -0.15, 0.36], [0.09, -0.09, -0.13], [-0.36, 0.05, -0.22], [0.28, -0.30, -0.24], [0.17, 0.35, 0.03], [-2.95, -1.60, -4.50], [-0.11, 2.64, -3.03], [-0.23, -0.51, 0.05], [-3.30, -0.19, 2.94], [2.86, 5.35, -6.33], [1.10, -2.97, 3.17], [0.22, -1.33, -1.85], [-0.85, -1.35, 1.49], [-3.80, -5.74, 2.83], [1.35, 2.63, 0.43], [-0.83, -1.36, 0.52], [0.65, 0.85, -0.91], [0.05, -0.05, -0.68], [-0.13, -0.10, 0.88], [-0.90, -2.16, -0.83], [0.04, -0.02, -0.18], [0.05, 0.10, -0.06], [0.02, 0.05, 0.05], [-0.05, -0.12, 0.06]]
}

***

3.
{
  "formula": "C14H25NO6",
  "method": "ωB97M-V with the def2-TZVPD basis set",
  "e_lumo_ev": 0.89,
  "spin_multiplicity": 1,
  "relative_energy_kj_mol": 67.1,
  "e_homo_ha": -0.3273,
  "total_charge": 0,
  "gap_ev": 9.796,
  "elements": ["C", "C", "H", "H", "O", "C", "O", "C", "H", "C", "C", "O", "N", "C", "H", "H", "C", "H", "H", "O", "C", "H", "C", "H", "O", "C", "C", "O", "C", "C", "H", "H", "H", "H", "H", "H", "H", "H", "H", "H", "H", "H", "H", "H", "H", "H"],
  "coordinates": [[-5.0198, -2.5127, -0.9457], [-4.8222, -1.0869, -1.4407], [-5.6986, -0.7342, -1.9879], [-3.9342, -1.0259, -2.0781], [-4.6721, -0.1713, -0.3536], [-3.4585, -0.0527, 0.1821], [-2.4923, -0.6718, -0.1862], [-3.4597, 0.9561, 1.3093], [-3.9499, 1.8603, 0.9462], [-2.0258, 1.2636, 1.7301], [-1.3128, 1.9348, 0.5594], [-1.9320, 2.6376, -0.2200], [0.0242, 1.7558, 0.4573], [0.8124, 0.9149, 1.3334], [0.5906, 1.1627, 2.3757], [1.8588, 1.1564, 1.1332], [0.6213, -0.6037, 1.0774], [0.3733, -1.1225, 2.0152], [-0.1947, -0.7605, 0.3669], [1.7530, -1.2102, 0.4978], [2.8011, -1.4620, 1.4078], [2.5669, -2.3650, 1.9948], [4.1233, -1.6686, 0.6618], [3.9536, -2.2901, -0.2225], [4.7355, -0.4414, 0.3243], [4.7599, -0.0890, -1.0358], [3.3921, 0.1288, -1.6854], [2.7391, 1.2013, -1.0542], [1.4420, 1.4320, -1.5587], [0.7188, 2.4112, -0.6354], [1.4589, 3.1106, -0.2327], [-0.0386, 2.9641, -1.1935], [0.8809, 0.4899, -1.6202], [1.5124, 1.8575, -2.5722], [3.5452, 0.3480, -2.7554], [2.7784, -0.7789, -1.6001], [5.2983, -0.8511, -1.6213], [5.3211, 0.8477, -1.0604], [4.8147, -2.1905, 1.3347], [2.9344, -0.6212, 2.0987], [-1.5308, 0.3439, 2.0263], [-2.0257, 1.9615, 2.5705], [-4.0431, 0.5538, 2.1391], [-5.1919, -3.1715, -1.7920], [-5.8748, -2.5634, -0.2757], [-4.1324, -2.8474, -0.4140]],
  "atomic_forces_ev_per_a": [[0.09, 0.41, 0.04], [0.11, -0.42, -0.32], [0.14, -0.01, 0.05], [-0.19, 0.04, 0.05], [-0.26, 0.15, 0.12], [-0.08, 0.22, 0.25], [0.07, -0.11, -0.09], [0.28, 0.03, -0.07], [-0.02, -0.09, 0.07], [-0.30, -0.01, -0.33], [0.19, -0.08, 0.39], [-0.41, 0.13, -0.16], [0.19, 0.19, -0.22], [-0.04, -0.40, 0.26], [0.08, -0.02, -0.06], [-0.09, -0.04, 0.16], [-0.09, 0.09, 0.07], [-0.04, 0.03, -0.05], [0.04, 0.07, 0.22], [0.27, -0.07, -0.21], [0.34, -0.15, -0.14], [0.03, 0.10, -0.02], [-0.31, 0.05, 0.35], [0.01, -0.05, 0.01], [-0.18, 0.06, 0.23], [-0.28, 0.14, -0.38], [0.30, -0.19, 0.09], [0.14, 0.05, 0.16], [-0.13, 0.22, -0.06], [0.05, -0.05, -0.37], [-0.04, 0.02, -0.07], [0.20, -0.04, 0.07], [0.01, 0.04, -0.03], [-0.03, -0.06, 0.10], [0.03, -0.05, 0.09], [0.07, 0.09, -0.07], [-0.03, 0.10, 0.02], [0.00, -0.09, -0.15], [-0.11, -0.02, -0.10], [0.02, -0.03, 0.01], [0.04, 0.02, 0.11], [0.06, -0.04, 0.03], [-0.03, -0.01, -0.02], [-0.03, -0.10, -0.08], [-0.09, -0.05, 0.03], [0.04, -0.07, 0.01]]
}

***

4.
{
  "formula": "C14H25NO7Rb",
  "method": "ωB97M-V with the def2-TZVPD basis set",
  "e_lumo_ev": [-0.69, -2.16],
  "spin_multiplicity": 2,
  "e_homo_ha": [-0.3008, -0.2749],
  "total_charge": 0,
  "gap_ev": [7.496, 5.319],
  "elements": ["Rb", "C", "C", "C", "O", "C", "C", "C", "O", "O", "O", "H", "H", "C", "C", "O", "H", "H", "H", "H", "H", "H", "C", "C", "O", "H", "H", "H", "H", "H", "H", "C", "C", "C", "O", "C", "N", "H", "H", "H", "H", "H", "H", "H", "H", "H", "H", "H"],
  "coordinates": [[-0.0525, -0.1899, 0.0493], [-1.8396, 4.4258, 1.6806], [-1.6335, 3.0331, 1.2739], [-2.4662, 1.9664, 2.0698], [-2.3396, 0.7906, 1.6840], [-3.4601, 2.3843, 3.0333], [-3.6210, 3.7121, 3.2763], [-2.7542, 4.7642, 2.6656], [-2.8443, 6.0131, 3.0098], [-4.5779, 3.9867, 4.1074], [-0.8024, 2.7264, 0.3899], [-1.2502, 5.2005, 1.2130], [-4.1083, 1.6341, 3.4616], [-0.8999, -2.6392, -4.3040], [-0.4154, -1.2758, -3.8145], [0.0491, -1.4496, -2.4901], [-1.8714, -2.8819, -3.8733], [-0.1865, -3.4296, -4.0711], [-1.0834, -2.6338, -5.3785], [-1.1402, -0.4685, -3.9189], [0.3865, -0.9594, -4.4816], [0.8430, -1.9804, -2.5883], [-4.0384, -0.2760, -2.4140], [-3.4174, 0.3487, -1.2073], [-3.4466, -0.5814, -0.1582], [-5.0615, -0.6206, -2.2638], [-3.4153, -1.1111, -2.7340], [-4.1183, 0.4525, -3.2208], [-4.0509, 1.1916, -0.9310], [-2.3674, 0.6025, -1.3529], [-3.0789, -0.1767, 0.6308], [4.7330, -0.7492, -0.3384], [3.6250, -0.8684, 0.7140], [4.1490, -1.0909, 2.1497], [4.9870, -2.2398, 2.2423], [4.2583, -3.4551, 2.5355], [2.8453, 0.3664, 0.6722], [5.3795, -1.6088, -0.5151], [5.4569, 0.0012, -0.0205], [4.3928, -0.4255, -1.3221], [2.8759, -1.6346, 0.5138], [3.3372, -0.9918, 2.8704], [4.8706, -0.3137, 2.4015], [4.8745, -4.2645, 2.9271], [3.7338, -3.7935, 1.6419], [3.4915, -3.3539, 3.3035], [3.2816, 1.1413, 1.1510], [2.7709, 0.7220, -0.2702]],
  "atomic_forces_ev_per_a": [[-0.54, 0.31, 0.35], [0.76, -1.60, -1.04], [0.63, 0.33, 0.22], [-0.98, 0.50, -0.46], [0.91, -0.25, 0.42], [2.88, -2.15, -2.79], [-4.36, 1.68, 4.22], [-0.64, 4.56, 1.36], [0.01, -3.68, -0.73], [2.72, 0.53, -2.33], [-1.33, -0.13, 1.28], [0.00, 0.05, -0.02], [0.03, 0.14, 0.12], [-0.94, 0.51, -0.43], [0.15, -0.91, -1.32], [0.27, 0.74, 0.51], [0.12, -0.14, 0.31], [0.04, 0.07, 0.00], [0.23, 0.02, -0.13], [-0.31, -0.27, 0.65], [0.42, 0.09, 0.14], [0.09, -0.16, 0.21], [0.15, -0.12, -0.85], [-0.72, -0.29, 0.76], [-0.31, -1.41, -0.45], [0.13, -0.11, 0.43], [-0.16, -0.15, -0.20], [0.26, 0.04, -0.15], [0.46, 0.61, 0.04], [-0.04, 0.74, -0.55], [-0.04, 0.43, 0.53], [0.88, -0.44, 0.09], [0.26, 0.52, -0.18], [1.23, 0.31, -0.86], [-1.26, -1.13, 0.91], [-0.30, 0.29, -0.29], [-0.74, 0.67, 0.44], [-0.39, -0.44, 0.23], [-0.15, 0.33, 0.22], [-0.42, -0.05, 0.06], [0.35, -0.57, -0.32], [-0.12, -0.61, 0.15], [-0.20, 0.54, -0.18], [0.61, 0.37, -0.42], [0.09, -0.20, -0.17], [-0.07, 0.65, 0.16], [0.26, -0.05, 0.43], [0.07, -0.19, -0.34]]
}

***

5.
{
  "formula": "C14H26BrCl12OS",
  "method": "ωB97M-V with the def2-TZVPD basis set",
  "e_lumo_ev": -3.29,
  "spin_multiplicity": 1,
  "e_homo_ha": -0.4764,
  "total_charge": 1,
  "gap_ev": 9.672,
  "elements": ["C", "C", "C", "C", "C", "C", "C", "S", "O", "C", "Br", "C", "C", "H", "H", "H", "H", "H", "H", "H", "H", "H", "H", "H", "H", "H", "H", "H", "H", "H", "H", "H", "H", "H", "H", "C", "Cl", "Cl", "Cl", "H", "C", "Cl", "Cl", "Cl", "H", "C", "Cl", "Cl", "Cl", "H", "C", "Cl", "Cl", "Cl", "H"],
  "coordinates": [[-5.6090, 2.1739, -1.5179], [-4.9997, 1.2858, -0.4202], [-4.0673, 0.2760, -1.0641], [-3.1945, -0.5109, -0.0898], [-2.3867, 0.4193, 0.8162], [-0.9650, -0.0782, 1.0701], [-0.0763, 1.0180, 1.6787], [1.0625, 1.8772, 0.5868], [0.3630, 3.2481, 0.1756], [1.2285, 0.9979, -0.9760], [-0.3637, 1.1821, -2.0838], [2.4134, 1.5583, -1.7123], [2.7102, 0.7524, -2.9814], [-6.4931, 2.6870, -1.1635], [-5.8758, 1.5408, -2.3511], [-4.8958, 2.9334, -1.8137], [-4.5036, 1.9412, 0.2865], [-5.8306, 0.8178, 0.0970], [-3.4491, 0.8153, -1.7764], [-4.6854, -0.3988, -1.6413], [-3.8622, -1.1100, 0.5105], [-2.5322, -1.1513, -0.6608], [-2.3958, 1.4517, 0.4784], [-2.8635, 0.4188, 1.7891], [-1.0463, -0.8459, 1.8327], [-0.5415, -0.5662, 0.2042], [0.4613, 0.6472, 2.5398], [-0.7267, 1.7972, 2.0595], [-0.5523, 3.0662, -0.1184], [1.3589, -0.0403, -0.7200], [2.1891, 2.5782, -1.9944], [3.2714, 1.6073, -1.0539], [2.3232, 1.3055, -3.8219], [3.7722, 0.6561, -3.1435], [2.2367, -0.2156, -2.9520], [3.9843, -2.1144, 0.3841], [2.2691, -2.3133, -0.0090], [4.8867, -1.6423, -1.0477], [4.1774, -0.9243, 1.6746], [4.3601, -3.0660, 0.7353], [4.7165, -3.9870, -4.6437], [3.6930, -4.1492, -3.2132], [5.3959, -2.3581, -4.7378], [5.9926, -5.1980, -4.6403], [4.1003, -4.1451, -5.5178], [-1.7030, -2.7493, 3.5443], [-0.5480, -3.8602, 2.8161], [-0.8689, -1.3576, 4.2474], [-2.8952, -2.2166, 2.3560], [-2.2232, -3.2663, 4.3390], [2.6685, 1.9043, 4.8923], [2.7150, 2.9228, 3.4512], [1.2768, 0.8273, 4.7499], [4.1618, 0.9937, 5.0661], [2.5363, 2.5326, 5.7626]],
  "atomic_forces_ev_per_a": [[0.18, -0.20, 0.69], [-0.54, 0.58, -0.62], [-0.04, 0.11, 0.42], [-0.33, 1.04, -0.56], [0.25, -0.61, 0.16], [-0.13, 0.31, 0.39], [-0.87, -0.65, -0.74], [0.74, 0.23, 0.52], [-0.44, -0.23, 0.18], [-0.62, 0.28, -0.16], [-0.01, -0.13, 0.26], [0.26, 0.10, -0.36], [-0.07, 0.59, 0.14], [-0.25, 0.10, 0.03], [-0.15, 0.06, -0.46], [0.16, 0.09, -0.37], [0.21, -0.03, 0.31], [0.04, -0.39, 0.29], [0.29, 0.08, -0.20], [-0.07, -0.31, -0.26], [-0.11, -0.33, -0.01], [0.11, -0.35, 0.00], [0.04, 0.16, -0.38], [-0.20, 0.38, 0.30], [0.36, 0.05, -0.26], [0.21, 0.01, -0.30], [0.68, 0.07, -0.22], [0.02, 0.47, 0.13], [0.10, 0.22, -0.23], [0.00, -0.43, 0.11], [-0.02, 0.39, 0.05], [0.24, -0.23, 0.30], [-0.24, -0.06, -0.42], [0.30, -0.21, 0.08], [0.05, -0.46, -0.07], [0.12, 0.23, -0.08], [-0.14, -0.19, 0.04], [0.04, 0.05, 0.08], [-0.06, 0.02, 0.03], [-0.02, -0.03, 0.01], [0.13, -0.04, 0.07], [-0.11, -0.07, -0.05], [-0.02, 0.03, -0.02], [-0.04, 0.03, -0.01], [-0.02, 0.01, -0.01], [-0.07, -0.18, -0.07], [-0.01, 0.04, 0.00], [-0.10, -0.10, 0.28], [-0.15, -0.65, 0.55], [0.02, 0.01, 0.05], [0.11, -0.12, -0.20], [0.16, 0.26, -0.01], [0.14, -0.09, 0.57], [-0.10, 0.05, 0.02], [-0.03, 0.02, 0.01]]
}

***

Computed values of maximum force (unit: Eh/bohr) for the preceding records, in sequence: 0.0421 0.2354 0.0106 0.1225 0.0256.